This record from the Open Molecules 2025 dataset describes C27H35N5O2P2Pd as an isolated structure. The level of theory is ωB97M-V with the def2-TZVPD basis set.

Atoms and positions in Å:
Pd1 -0.37 -1.50 -6.06
C1 -0.55 1.81 -0.63
C2 -0.69 1.05 -1.71
C3 -0.51 1.39 -3.18
C4 0.88 1.13 -3.76
C5 2.02 1.54 -2.89
C6 2.04 2.62 -2.09
C7 0.91 3.58 -1.77
C8 0.07 3.17 -0.55
C9 0.17 -2.54 -4.28
H1 -0.91 1.42 0.32
H2 -0.92 -0.02 -1.58
H3 -0.80 2.42 -3.38
H4 -1.21 0.74 -3.73
H5 0.97 0.06 -4.03
H6 0.98 1.67 -4.72
H7 2.95 0.96 -3.02
H8 3.00 2.93 -1.63
H9 0.25 3.73 -2.64
H10 1.36 4.56 -1.55
H11 0.69 3.20 0.36
H12 -0.70 3.94 -0.39
H13 -0.17 -1.96 -3.41
H14 1.25 -2.72 -4.31
H15 -0.40 -3.48 -4.38
P1 1.12 -1.18 -7.57
P2 -1.94 -0.73 -7.39
N1 2.49 -0.13 -7.31
N2 1.97 -2.54 -8.26
N3 -2.14 1.02 -7.46
N4 -3.64 -1.12 -7.59
C10 0.26 -0.42 -8.98
C11 -1.18 -0.96 -9.03
C12 3.28 0.00 -6.16
C13 4.39 0.77 -6.48
C14 4.31 1.09 -7.88
C15 3.15 0.50 -8.36
C16 2.16 -3.80 -7.68
C17 2.75 -4.63 -8.63
C18 2.93 -3.86 -9.82
C19 2.49 -2.58 -9.56
C20 -2.20 1.82 -6.32
C21 -2.12 3.16 -6.70
C22 -2.04 3.18 -8.13
C23 -2.07 1.87 -8.57
C24 -4.56 -0.49 -8.46
C25 -5.55 -1.39 -8.79
C26 -5.27 -2.61 -8.08
C27 -4.11 -2.42 -7.35
H16 0.79 -0.64 -9.92
H17 0.30 0.68 -8.82
H18 -1.78 -0.50 -9.81
H19 -1.21 -2.05 -9.20
H20 2.97 -0.44 -5.22
H21 5.18 1.08 -5.81
H22 4.99 1.68 -8.47
H23 2.71 0.49 -9.35
H24 1.83 -3.99 -6.67
H25 3.01 -5.67 -8.50
H26 3.31 -4.20 -10.77
H27 2.43 -1.70 -10.18
H28 -2.34 1.37 -5.35
H29 -2.13 4.01 -6.04
H30 -1.96 4.05 -8.77
H31 -2.03 1.47 -9.57
H32 -4.44 0.55 -8.73
H33 -6.37 -1.22 -9.47
H34 -5.86 -3.52 -8.14
H35 -3.58 -3.05 -6.66
O1 -2.46 -0.50 1.18
N5 -1.69 -0.79 0.27
O2 -1.37 -1.95 -0.05

Charge = 0
E_HOMO (alpha / beta) = -7.72 / -8.01 eV
<S²> = 2.01
Spin multiplicity = 3

Löwdin atomic charge list, values in e, 8 entries: atom 1 (Pd): 0.3746, atom 2 (C): -0.1126, atom 3 (C): -0.0976, atom 4 (C): -0.1991, atom 5 (C): -0.2114, atom 6 (C): -0.1050, atom 7 (C): -0.1021, atom 8 (C): -0.1999

---

This record from the Open Molecules 2025 dataset describes C27H36BeCl2FIO9P2S as an isolated structure. The level of theory is ωB97M-V with the def2-TZVPD basis set.

Atoms and positions in Å:
C1 -2.75 2.31 -3.35
C2 -3.34 2.25 -2.12
C3 -2.81 3.10 -1.04
C4 -2.96 4.48 -1.12
C5 -2.50 5.35 -0.15
P1 -2.70 7.17 -0.38
O1 -3.81 7.19 -1.56
I1 -3.96 7.80 1.63
C6 -1.87 4.79 0.96
C7 -1.69 3.40 1.06
C8 -2.16 2.54 0.07
S1 -2.04 0.78 0.17
C9 -1.00 2.90 2.27
O2 -0.16 2.05 2.27
C10 -1.38 3.62 3.53
C11 -1.55 5.01 3.42
C12 -1.91 5.81 4.49
C13 -2.13 5.24 5.73
C14 -1.99 3.84 5.88
C15 -1.61 3.01 4.77
C16 -1.48 1.52 5.07
C17 0.02 1.13 5.03
F1 -2.27 0.77 4.28
C18 -1.34 5.61 2.06
O3 -0.79 6.66 1.93
H1 -3.25 2.64 -4.25
H2 -1.69 2.06 -3.43
H3 -4.18 1.60 -1.92
H4 -3.47 4.89 -1.98
H5 -4.59 6.66 -1.34
H6 -1.00 0.60 -0.66
H7 -2.04 6.87 4.37
H8 -2.43 5.86 6.56
H9 -2.23 3.40 6.85
H10 -1.84 1.38 6.09
H11 0.36 0.56 5.90
H12 0.24 0.52 4.16
H13 0.52 2.10 4.85
Cl1 0.47 0.17 -2.83
C19 1.27 0.23 -4.44
C20 0.41 -0.36 -5.52
Cl2 0.22 -2.12 -5.34
H14 2.22 -0.29 -4.35
H15 1.47 1.28 -4.65
H16 0.88 -0.19 -6.49
H17 -0.58 0.08 -5.54
C21 0.66 -4.13 -8.84
O4 1.79 -3.36 -8.47
C22 2.55 -3.94 -7.43
C23 3.79 -4.64 -7.97
O5 3.45 -5.76 -8.75
C24 3.50 -5.52 -10.15
H18 0.29 -3.75 -9.79
H19 0.91 -5.19 -8.95
H20 -0.13 -4.03 -8.09
H21 1.95 -4.63 -6.84
H22 2.88 -3.12 -6.78
H23 4.37 -5.01 -7.12
H24 4.41 -3.94 -8.54
H25 4.54 -5.51 -10.49
H26 3.03 -4.57 -10.41
H27 2.97 -6.33 -10.65
Be1 -0.11 3.39 5.90
C25 1.28 -3.38 3.75
O6 1.73 -2.67 4.93
P2 1.29 -3.22 6.46
O7 1.27 -1.89 7.14
O8 2.64 -4.11 6.59
C26 3.91 -3.45 6.65
O9 0.53 -4.13 7.60
C27 0.01 -5.45 7.28
H28 1.69 -2.87 2.88
H29 1.65 -4.41 3.76
H30 0.19 -3.38 3.68
H31 3.80 -2.43 7.00
H32 4.38 -3.46 5.67
H33 4.52 -4.01 7.35
H34 0.82 -6.11 6.95
H35 -0.77 -5.39 6.52
H36 -0.41 -5.85 8.20

Charge = +2
E_HOMO = -11.39 eV

Löwdin atomic charge list, values in e, 8 entries: atom 1 (C): 0.0574, atom 2 (C): -0.1487, atom 3 (C): -0.2200, atom 4 (C): 0.0062, atom 5 (C): -0.3319, atom 6 (P): 0.5858, atom 7 (O): -0.3768, atom 8 (I): 0.5164

---

This record from the Open Molecules 2025 dataset describes C27H36ClGe2N2O2PdS as an isolated structure. The level of theory is ωB97M-V with the def2-TZVPD basis set.

Atoms and positions in Å:
Pd1 -0.26 -0.11 -0.65
Cl1 -0.55 2.43 -8.02
C1 -0.33 1.61 -6.58
C2 0.16 0.28 -6.58
C3 0.34 -0.37 -5.40
C4 0.04 0.24 -4.13
O1 0.23 -0.39 -3.06
C5 -0.46 1.61 -4.16
C6 -0.79 2.37 -2.94
O2 -0.72 1.96 -1.80
C7 -0.63 2.25 -5.35
H1 0.40 -0.19 -7.52
H2 0.74 -1.38 -5.38
H3 -1.13 3.40 -3.13
H4 -0.99 3.27 -5.39
C8 2.49 -2.39 -0.34
C9 1.42 -2.85 0.65
Ge1 0.29 -1.43 1.40
C10 -1.29 -2.14 2.34
C11 -2.37 -1.10 2.65
C12 1.20 -0.43 2.83
C13 0.93 0.91 2.91
Ge2 0.11 1.57 1.21
C14 -1.63 2.45 1.41
C15 -1.53 3.92 1.82
C16 1.54 2.49 0.21
C17 2.46 1.56 -0.58
C18 1.29 1.71 4.04
C19 1.60 1.12 5.30
C20 1.93 1.90 6.38
C21 1.98 3.29 6.23
C22 1.69 3.91 5.00
C23 1.33 3.14 3.93
H5 3.01 -3.23 -0.78
H6 3.24 -1.76 0.15
H7 2.06 -1.79 -1.15
H8 1.89 -3.34 1.51
H9 0.76 -3.61 0.21
H10 -0.91 -2.58 3.26
H11 -1.69 -2.98 1.77
H12 -2.01 -0.38 3.39
H13 -3.26 -1.57 3.05
H14 -2.66 -0.53 1.76
H15 1.84 -0.91 3.57
H16 -2.21 1.88 2.14
H17 -2.13 2.35 0.45
H18 -1.16 4.04 2.83
H19 -2.52 4.38 1.79
H20 -0.88 4.49 1.15
H21 2.12 3.03 0.95
H22 1.07 3.23 -0.44
H23 2.96 0.84 0.07
H24 3.23 2.12 -1.09
H25 1.92 0.99 -1.35
H26 1.54 0.04 5.41
H27 2.15 1.45 7.34
H28 2.26 3.91 7.08
H29 1.74 4.98 4.91
H30 1.11 3.60 2.98
C24 -3.32 -4.73 -1.32
N1 -2.11 -4.26 -2.01
C25 -1.38 -4.99 -2.88
C26 -0.31 -4.21 -3.29
N2 -0.41 -3.03 -2.65
C27 -1.51 -3.03 -1.85
S1 -2.04 -1.83 -0.82
H31 -3.99 -5.17 -2.05
H32 -3.80 -3.89 -0.84
H33 -3.04 -5.47 -0.57
H34 -1.64 -6.00 -3.15
H35 0.47 -4.44 -3.99
H36 0.13 -2.17 -2.82

Charge = +3
E_HOMO (alpha / beta) = -16.05 / -16.94 eV
<S²> = 6.09
Spin multiplicity = 5

natural (NBO) atomic charge list, values in e, 8 entries: atom 1 (Pd): 0.4798, atom 2 (Cl): 0.2278, atom 3 (C): 0.0177, atom 4 (C): -0.1989, atom 5 (C): -0.1606, atom 6 (C): 0.4685, atom 7 (O): -0.6764, atom 8 (C): -0.2295

---

This record from the Open Molecules 2025 dataset describes C27H36N2O3 as an isolated structure. The level of theory is ωB97M-V with the def2-TZVPD basis set.

Atoms and positions in Å:
C1 5.88 0.67 3.33
O1 6.25 -0.29 2.41
C2 5.34 -0.66 1.31
C3 4.25 -1.49 1.98
N1 3.01 -0.82 1.61
C4 2.28 -0.32 2.55
O2 2.66 -0.10 3.76
C5 0.97 0.18 1.92
C6 0.65 1.49 1.97
C7 -0.74 1.93 1.68
C8 -1.60 0.80 1.17
C9 -1.20 -0.42 1.23
C10 -0.08 -0.62 1.73
H1 0.12 -1.96 1.63
H2 -2.06 -1.02 1.02
O3 -2.95 1.14 1.05
C11 -3.44 2.64 0.84
C12 -2.72 3.12 -0.46
C13 -3.07 2.29 -1.93
N2 -4.41 1.66 -1.80
C14 -5.19 2.63 -1.01
C15 -4.84 2.32 0.56
H3 -5.26 1.48 0.90
H4 -5.37 3.18 1.10
H5 -6.17 2.29 -1.37
H6 -5.30 3.62 -1.40
C16 -4.57 0.47 -1.52
H7 -4.00 -0.09 -0.93
C17 -4.06 -0.50 -2.80
C18 -2.66 -0.69 -2.88
C19 -2.00 -1.56 -2.12
C20 -0.58 -1.64 -2.01
C21 0.13 -1.14 -2.94
C22 -0.39 -0.19 -3.76
C23 -1.75 -0.03 -3.81
H8 -2.23 0.45 -4.76
H9 0.28 0.34 -4.69
H10 1.12 -1.48 -2.77
H11 -0.21 -2.45 -1.26
H12 -2.58 -2.21 -1.29
H13 -4.75 -1.43 -2.81
H14 -4.35 -0.11 -3.67
H15 -5.54 0.14 -1.43
H16 -2.33 1.48 -1.63
H17 -2.69 2.85 -2.73
H18 -1.77 3.31 -0.45
H19 -3.20 4.23 -0.62
H20 -3.28 3.28 1.66
H21 -0.90 2.96 1.57
H22 1.41 2.06 2.34
C24 2.69 -1.24 0.09
C25 2.74 -2.72 -0.25
C26 4.01 -3.19 -0.02
C27 4.33 -3.03 1.71
H23 5.29 -3.35 1.92
H24 3.63 -3.81 2.25
H25 4.91 -2.70 -0.47
H26 4.22 -4.41 -0.01
H27 2.49 -2.94 -1.31
H28 1.73 -3.44 0.51
H29 1.67 -0.70 -0.07
H30 3.34 -0.77 -0.41
H31 4.29 -1.40 3.02
H32 6.12 -1.30 0.83
H33 5.00 0.30 1.11
H34 6.65 0.82 4.15
H35 4.94 0.55 3.85
H36 5.84 1.51 2.69

Energy relative to the best compared isomer or geometry (same formula, charge and spin) = 437.07 kcal/mol
Charge = 0
E_HOMO = -7.83 eV

natural (NBO) atomic charge list, values in e, 8 entries: atom 1 (C): -0.2648, atom 2 (O): -0.5657, atom 3 (C): -0.1018, atom 4 (C): -0.1282, atom 5 (N): -0.4061, atom 6 (C): 0.6777, atom 7 (O): -0.6666, atom 8 (C): -0.2347

---

This record from the Open Molecules 2025 dataset describes one molecule with the formula C27H36N2O3. The level of theory is ωB97M-V with the def2-TZVPD basis set.

Atoms and positions in Å:
C1 1.96 5.27 -0.51
C2 2.75 4.16 0.13
O1 2.09 2.94 -0.26
C3 2.77 1.81 0.04
O2 3.90 1.81 0.48
C4 1.93 0.57 -0.31
C5 0.71 0.60 0.59
C6 0.87 1.64 1.72
C7 1.97 1.51 2.58
C8 2.26 2.43 3.56
C9 1.34 3.48 3.83
N1 1.66 4.43 4.77
C10 2.97 5.06 4.79
C11 0.62 5.11 5.52
C12 0.16 3.53 3.07
C13 0.00 2.71 1.95
C14 -0.70 0.50 0.00
C15 -0.98 0.03 -1.29
C16 -2.26 -0.18 -1.76
C17 -3.37 0.03 -0.89
N2 -4.64 -0.22 -1.31
C18 -5.77 0.13 -0.48
C19 -4.91 -0.69 -2.65
C20 -3.11 0.48 0.44
C21 -1.80 0.63 0.88
C22 1.79 0.83 -1.84
C23 1.95 -0.28 -2.89
C24 1.69 -1.73 -2.48
C25 2.82 -2.35 -1.65
C26 3.67 -1.36 -0.87
C27 2.82 -0.61 0.13
O3 2.83 -1.00 1.29
H1 2.28 6.23 -0.11
H2 2.15 5.27 -1.59
H3 0.88 5.17 -0.34
H4 3.78 4.14 -0.23
H5 2.74 4.24 1.23
H6 0.72 -0.35 1.15
H7 2.62 0.65 2.45
H8 3.19 2.34 4.13
H9 3.74 4.39 4.40
H10 2.98 5.99 4.20
H11 3.20 5.33 5.83
H12 -0.08 4.38 5.95
H13 1.10 5.65 6.34
H14 0.05 5.82 4.91
H15 -0.61 4.28 3.29
H16 -0.83 2.90 1.26
H17 -0.18 -0.21 -1.98
H18 -2.41 -0.52 -2.78
H19 -5.64 -0.25 0.54
H20 -5.92 1.22 -0.42
H21 -6.67 -0.32 -0.91
H22 -4.25 -1.52 -2.91
H23 -5.96 -1.02 -2.69
H24 -4.76 0.11 -3.40
H25 -3.93 0.69 1.12
H26 -1.64 0.86 1.93
H27 0.84 1.35 -2.00
H28 2.53 1.60 -2.13
H29 2.97 -0.22 -3.30
H30 1.28 0.00 -3.71
H31 1.60 -2.29 -3.42
H32 0.73 -1.84 -1.97
H33 3.46 -2.92 -2.33
H34 2.39 -3.09 -0.96
H35 4.19 -0.64 -1.52
H36 4.41 -1.93 -0.30

Energy relative to the best compared isomer or geometry (same formula, charge and spin) = 84.22 kcal/mol
Charge = 0
SMILES = CCOC(=O)[C@@]1(C(c2ccc(N(C)C)cc2)c2ccc(N(C)C)cc2)CCCCCC1=O
E_HOMO = -7.06 eV

natural (NBO) atomic charge list, values in e, 8 entries: atom 1 (C): -0.6225, atom 2 (C): -0.0732, atom 3 (O): -0.5499, atom 4 (C): 0.8761, atom 5 (O): -0.6123, atom 6 (C): -0.2144, atom 7 (C): -0.2823, atom 8 (C): -0.0933

---

This record from the Open Molecules 2025 dataset describes one molecule with the formula C27H36N2O4. The level of theory is ωB97M-V with the def2-TZVPD basis set.

Atoms and positions in Å:
C1 -2.61 -4.23 -1.19
C2 -1.22 -4.03 -1.78
C3 -0.76 -2.57 -1.74
C4 -1.58 -1.66 -2.66
C5 -0.99 -0.26 -2.83
C6 -0.98 0.57 -1.54
C7 0.26 0.38 -0.66
N1 0.43 1.66 -0.01
C8 1.34 1.83 1.10
C9 2.74 1.47 0.70
C10 3.36 0.34 1.21
C11 4.64 -0.01 0.82
C12 5.32 0.76 -0.11
O1 6.58 0.51 -0.57
C13 7.27 -0.60 -0.07
C14 4.69 1.89 -0.64
C15 3.42 2.24 -0.24
C16 -0.28 2.65 -0.57
O2 -0.34 3.80 -0.17
C17 -1.00 2.08 -1.79
C18 -2.38 2.71 -2.01
C19 -3.34 2.28 -0.91
O3 -4.20 1.43 -1.08
N2 -3.14 2.91 0.27
C20 -3.72 2.40 1.50
C21 -2.84 1.30 2.04
C22 -2.94 0.01 1.54
C23 -2.07 -0.98 1.94
C24 -1.07 -0.70 2.86
O4 -0.13 -1.60 3.30
C25 -0.20 -2.92 2.83
C26 -0.97 0.59 3.39
C27 -1.84 1.58 2.97
H1 -2.65 -3.87 -0.16
H2 -3.36 -3.71 -1.77
H3 -2.86 -5.29 -1.19
H4 -0.50 -4.63 -1.22
H5 -1.21 -4.38 -2.81
H6 0.29 -2.52 -2.04
H7 -0.83 -2.20 -0.71
H8 -2.60 -1.56 -2.27
H9 -1.65 -2.13 -3.64
H10 -1.61 0.27 -3.56
H11 0.02 -0.33 -3.23
H12 -1.87 0.31 -0.95
H13 0.14 -0.39 0.11
H14 1.15 0.14 -1.26
H15 1.27 2.88 1.39
H16 1.00 1.21 1.93
H17 2.85 -0.27 1.94
H18 5.10 -0.89 1.25
H19 8.24 -0.60 -0.56
H20 6.75 -1.54 -0.30
H21 7.42 -0.53 1.01
H22 5.23 2.49 -1.36
H23 2.95 3.11 -0.65
H24 -0.37 2.32 -2.66
H25 -2.28 3.79 -2.01
H26 -2.79 2.38 -2.97
H27 -2.35 3.53 0.35
H28 -4.71 2.00 1.25
H29 -3.82 3.22 2.21
H30 -3.71 -0.21 0.82
H31 -2.18 -1.97 1.52
H32 -0.05 -2.97 1.74
H33 -1.15 -3.39 3.09
H34 0.62 -3.45 3.32
H35 -0.21 0.79 4.12
H36 -1.74 2.57 3.38

Energy relative to the best compared isomer or geometry (same formula, charge and spin) = 6.00 kcal/mol
Charge = 0
SMILES = CCCCC[C@H]1CN(Cc2ccc(OC)cc2)C(=O)[C@@H]1CC(=O)NCc1ccc(OC)cc1
E_HOMO = -8.49 eV

natural (NBO) atomic charge list, values in e, 8 entries: atom 1 (C): -0.6059, atom 2 (C): -0.3869, atom 3 (C): -0.3994, atom 4 (C): -0.3989, atom 5 (C): -0.3764, atom 6 (C): -0.2357, atom 7 (C): -0.1965, atom 8 (N): -0.4257

---

no.,largest force on an atom (eV/A)
1,5.3
2,6.5
3,0.3
4,14.6
5,2.3
6,0.7